No. 1
Molecular formula: C2H5O2S
Method: DFT, ωB97M-V with the def2-TZVPD basis set

Its HOMO-LUMO gap (spin up / spin down) is 7.16 / 4.87 eV. As for the expectation value of S²: 2.01. The value obtained for the relative energy (zero: lowest compared OMol25 entry of this formula, charge and spin) is 219.7 kJ/mol. The calculation puts the LUMO energy (spin up / spin down) at 4.03 / 1.98 eV.

ORCA input file:
```
! RIJCOSX wB97M-V def2-TZVPD def2/J DEFGRID3
* xyz -1 3
C -2.05 -0.11 -1.67
C 1.35 -0.13 0.93
O 2.18 -1.30 -1.46
O 2.71 1.06 -0.98
S 1.66 0.02 -1.05
H -2.31 -0.92 -0.98
H -3.02 -0.18 -2.27
H 2.33 0.00 1.43
H 0.61 0.51 1.21
H 1.16 -1.20 1.27
*
```


No. 2
Molecular formula: BrCl3P2
Method: DFT, ωB97M-V with the def2-TZVPD basis set

Its HOMO-LUMO gap (spin up / spin down) is 7.27 / 5.57 eV. The value obtained for the relative energy (zero: lowest compared OMol25 entry of this formula, charge and spin) is 252.2 kJ/mol. The calculation puts the LUMO energy (spin up / spin down) at -1.28 / -1.77 eV.

ORCA input file:
```
! RIJCOSX wB97M-V def2-TZVPD def2/J DEFGRID3
* xyz 0 1
P -1.47 -0.47 0.95
P 2.39 1.38 0.05
Cl -1.39 -1.83 -0.48
Cl 0.31 0.86 -0.12
Cl -3.11 0.54 0.17
Br 3.26 -0.48 -0.57
*
```


No. 3
Molecular formula: C19H46AlB4CdO9
Method: DFT, ωB97M-V with the def2-TZVPD basis set

Its HOMO-LUMO gap is 2.23 eV. The value obtained for the relative energy (zero: lowest compared OMol25 entry of this formula, charge and spin) is 0.0 kJ/mol. The calculation puts the LUMO energy at -9.35 eV.

ORCA input file:
```
! RIJCOSX wB97M-V def2-TZVPD def2/J DEFGRID3
* xyz 1 1
Al 1.30 1.60 4.05
Cd 0.48 -2.28 1.76
B 0.76 -1.40 3.97
H -0.15 -0.71 3.56
H 0.62 -2.52 3.60
H 1.87 -1.06 3.55
H 0.87 -1.19 5.15
B -1.47 -3.21 1.55
H -0.65 -3.90 2.02
H -1.04 -2.85 0.51
H -2.39 -3.94 1.29
H -1.65 -2.28 2.24
B 2.20 -3.50 1.18
H 2.39 -2.35 1.21
H 3.11 -4.18 0.80
H 1.88 -3.82 2.26
H 1.31 -3.66 0.41
B 0.61 -0.11 0.75
H 0.91 -0.75 -0.21
H 1.29 -0.15 1.74
H 0.41 1.06 0.53
H -0.36 -0.65 1.12
O 1.39 -6.05 -5.11
C 1.43 -5.50 -4.05
O 1.55 -6.20 -2.90
C 1.40 -5.36 -1.76
C 1.49 -3.90 -2.27
C 1.28 -4.02 -3.77
H 2.12 -5.54 -0.96
H 0.41 -5.59 -1.36
H 2.51 -3.62 -2.01
H 0.81 -3.25 -1.72
H 1.95 -3.46 -4.41
H 0.26 -3.73 -4.03
O 2.92 2.23 1.82
C 3.43 2.57 0.77
O 4.54 3.29 0.74
C 4.88 3.65 -0.64
C 4.15 2.64 -1.49
C 2.96 2.19 -0.63
H 5.97 3.62 -0.62
H 4.59 4.69 -0.80
H 4.70 1.72 -1.73
H 3.79 3.03 -2.44
H 2.75 1.13 -0.62
H 2.03 2.76 -0.75
O -1.76 0.91 3.64
C -2.82 0.59 3.18
O -3.83 0.17 3.94
C -5.01 -0.08 3.13
C -4.72 0.63 1.81
C -3.20 0.52 1.71
H -5.87 0.42 3.56
H -5.15 -1.16 3.08
H -4.94 1.70 1.87
H -5.27 0.21 0.97
H -2.69 1.24 1.08
H -2.86 -0.50 1.47
O -0.32 3.07 1.94
C -0.53 3.92 1.13
O -0.12 3.77 -0.16
C -0.24 5.06 -0.82
C -1.52 5.63 -0.22
C -1.36 5.20 1.24
H -0.19 5.01 -1.90
H 0.62 5.62 -0.44
H -2.40 5.18 -0.66
H -1.54 6.71 -0.31
H -2.32 4.99 1.70
H -0.78 5.91 1.84
C -1.16 0.02 -2.32
C -1.22 -0.35 -3.78
O -0.37 -1.08 -4.25
C -2.38 0.15 -4.60
H -0.16 -0.14 -1.94
H -1.87 -0.66 -1.82
H -1.53 1.02 -2.09
H -2.18 1.08 -5.14
H -3.17 0.46 -3.90
H -2.71 -0.66 -5.24
*
```


No. 4
Molecular formula: C27H51ClFI2KLiN2O12PV
Method: DFT, ωB97M-V with the def2-TZVPD basis set

Its HOMO-LUMO gap is 1.40 eV. The calculation puts the LUMO energy at -6.56 eV.

ORCA input file:
```
! RIJCOSX wB97M-V def2-TZVPD def2/J DEFGRID3
* xyz 1 1
C 1.12 2.42 6.80
C 0.48 1.62 5.60
I -1.49 2.46 5.07
C 1.39 1.66 4.30
I 0.96 3.54 3.25
C 1.18 0.43 3.35
C 1.08 -0.98 4.04
C 2.63 -1.21 4.26
O 3.07 -2.03 4.95
O 3.36 -0.30 3.46
C 2.40 0.06 2.43
C 2.85 1.07 1.33
O 3.82 1.72 1.52
N 2.15 1.23 0.06
C 0.73 1.29 0.23
O 0.19 2.31 0.19
F -0.03 0.15 0.46
H 1.45 3.44 6.50
H 0.37 2.53 7.62
H 2.01 1.87 7.19
H 0.26 0.60 5.99
H 2.44 1.75 4.67
H 0.22 0.65 2.83
H 0.71 -1.61 3.20
H 0.42 -1.09 4.93
H 2.28 -0.91 1.88
H 2.43 0.53 -0.63
C -2.05 -7.02 2.55
C -0.91 -6.17 1.95
C -0.64 -6.62 0.50
C -1.72 -6.25 -0.52
C -2.49 -4.98 -0.14
C -1.75 -4.03 0.82
N -1.38 -4.77 2.03
O -0.78 -4.05 2.90
C -2.76 -2.93 1.20
C -0.57 -3.37 0.08
C 0.36 -6.49 2.74
H -2.24 -6.74 3.59
H -1.81 -8.08 2.53
H -2.99 -6.89 2.00
H 0.31 -6.20 0.16
H -0.49 -7.70 0.47
H -1.25 -6.12 -1.50
H -2.43 -7.08 -0.63
H -2.78 -4.46 -1.05
H -3.44 -5.29 0.33
H -3.59 -3.34 1.77
H -3.17 -2.45 0.31
H -2.30 -2.14 1.80
H -0.93 -2.82 -0.80
H 0.17 -4.08 -0.27
H -0.06 -2.64 0.71
H 0.60 -7.56 2.66
H 0.25 -6.27 3.80
H 1.22 -5.94 2.36
O 3.11 -4.27 8.40
V 1.84 -3.20 8.04
O 0.54 -2.11 7.68
O 1.32 1.67 -4.29
P 2.16 2.97 -4.26
O 0.88 4.00 -3.94
C 0.42 4.14 -2.60
C 1.41 4.87 -1.71
O 2.22 3.06 -5.92
C 1.98 1.93 -6.75
C 0.51 1.82 -7.11
O 3.21 4.29 -4.17
C 3.40 5.22 -5.23
C 2.16 5.96 -5.70
H 0.18 3.15 -2.19
H -0.51 4.72 -2.65
H 2.32 4.29 -1.58
H 0.98 5.06 -0.72
H 1.70 5.83 -2.16
H 2.34 1.01 -6.27
H 2.57 2.06 -7.66
H -0.15 1.93 -6.25
H 0.30 0.86 -7.59
H 0.23 2.62 -7.81
H 3.90 4.73 -6.07
H 4.10 5.96 -4.85
H 1.40 5.30 -6.12
H 2.42 6.68 -6.48
H 1.69 6.49 -4.87
K -3.34 -5.28 -2.13
C -3.69 4.00 -1.40
C -4.11 2.92 -2.39
C -3.03 2.68 -3.43
O -5.32 3.31 -3.03
H -3.52 4.95 -1.91
H -4.47 4.16 -0.66
H -2.77 3.72 -0.88
H -4.31 1.99 -1.85
H -2.84 3.59 -4.01
H -3.35 1.91 -4.14
H -2.09 2.37 -2.97
H -5.16 4.13 -3.51
Cl 2.75 2.01 -2.24
Li -2.29 1.79 7.55
*
```


No. 5
Molecular formula: C3H8NS
Method: DFT, ωB97M-V with the def2-TZVPD basis set

Its HOMO-LUMO gap is 6.26 eV. The value obtained for the relative energy (zero: lowest compared OMol25 entry of this formula, charge and spin) is 73.1 kJ/mol. The calculation puts the LUMO energy at 4.03 eV. As for the SMILES: NCCC[S-].

ORCA input file:
```
! RIJCOSX wB97M-V def2-TZVPD def2/J DEFGRID3
* xyz -1 1
N 1.42 1.35 -0.93
C 0.87 0.17 -0.10
C -0.68 0.28 0.13
C -1.30 -0.98 0.83
S -1.46 -2.36 -0.34
H 2.37 1.46 -0.69
H 1.52 0.98 -1.90
H 1.31 0.24 0.93
H 1.16 -0.78 -0.68
H -1.16 0.29 -0.85
H -0.97 1.26 0.67
H -0.77 -1.30 1.76
H -2.30 -0.60 1.16
*
```


No. 6
Molecular formula: Cl2NO3P
Method: DFT, ωB97M-V with the def2-TZVPD basis set

Its HOMO-LUMO gap (spin up / spin down) is 9.87 / 9.87 eV. The value obtained for the relative energy (zero: lowest compared OMol25 entry of this formula, charge and spin) is 119.5 kJ/mol. The calculation puts the LUMO energy (spin up / spin down) at -1.80 / -1.80 eV. As for the SMILES: O=[N+]([O-])P(=O)(Cl)Cl.

ORCA input file:
```
! RIJCOSX wB97M-V def2-TZVPD def2/J DEFGRID3
* xyz 0 1
O 0.33 1.20 1.24
N 0.42 0.57 0.19
O 1.09 0.98 -0.93
P -0.45 -0.94 -0.24
O -1.04 -1.56 0.88
Cl -1.78 -0.27 -1.38
Cl 0.79 -2.03 -1.36
*
```